(1)
DFT (ωB97M-V/def2-TZVPD) results for C8H18N2O2S in the gas phase.

XYZ file:
```
31
Properties=species:S:1:pos:R:3
C -2.101 0.102 1.375
C -1.829 0.086 -0.129
C -1.697 1.527 -0.634
C -2.802 -0.896 -0.780
N -0.567 -0.533 -0.470
N 0.591 -0.455 0.553
C 1.757 0.137 -0.004
C 1.796 0.422 -1.477
C 2.000 1.407 0.921
C 2.891 -0.864 0.355
S 0.035 -1.917 0.201
O 0.698 -2.692 -0.789
O -0.657 -2.603 1.239
H -2.274 -1.068 1.672
H -1.448 0.780 1.875
H -3.048 0.597 1.557
H -2.192 1.770 -1.557
H -0.669 1.824 -0.526
H -2.225 2.236 0.040
H -2.769 -0.663 -1.792
H -2.485 -1.884 -0.642
H -3.847 -0.651 -0.506
H 1.854 -0.465 -2.088
H 0.893 0.907 -1.841
H 2.582 1.135 -1.586
H 2.018 1.200 2.008
H 1.163 2.061 0.837
H 2.965 1.814 0.700
H 2.950 -0.930 1.541
H 2.599 -1.840 -0.029
H 3.818 -0.544 -0.022
```

## Properties
LUMO energy in eV: 0.68
SMILES string: CC(C)(C)N1N(C(C)(C)C)S1(=O)=O
Total charge: 0
HOMO-LUMO gap in Eh: 0.394

(2)
DFT (ωB97M-V/def2-TZVPD) results for C8H18N3O2S as an isolated structure.

XYZ file:
```
32
Properties=species:S:1:pos:R:3
C -0.706 -1.140 -0.159
C 0.409 -0.376 -0.151
C -2.412 0.491 0.010
C -0.797 -2.634 0.235
C -3.708 0.997 -0.710
C 3.165 0.329 -1.239
C 1.712 -0.932 0.502
C 2.923 -0.120 0.184
N -1.930 -0.604 -0.763
N -1.370 1.494 0.174
N 2.784 1.145 1.051
O 0.955 2.368 -0.130
O -2.761 0.145 1.285
S 0.027 1.366 -0.725
H -0.659 -3.347 -0.640
H -1.871 -2.812 0.454
H -0.132 -2.921 1.077
H -4.325 1.709 -0.171
H -4.321 0.073 -0.679
H -3.549 1.464 -1.674
H 2.198 0.119 -1.687
H 3.365 1.353 -1.249
H 3.765 -0.186 -1.933
H 1.645 -0.885 1.577
H 1.923 -2.037 0.269
H 3.767 -0.731 0.692
H -2.628 -1.337 -0.781
H -1.597 2.443 -0.065
H 2.251 0.798 1.825
H 1.852 1.830 0.577
H 3.689 1.533 1.287
H -3.666 0.406 1.555
```

## Properties
LUMO energy (spin up / spin down) in eV: -2.51 / -5.74
2S+1: 3
<S²>: 2.01
Total charge: +1
HOMO-LUMO gap (spin up / spin down) in Eh: 0.230 / 0.268

Electronic energy (computed, Eh): -973.65308 -1028.09780